Record 1
The following is a quantum chemistry calculation of an isolated molecule of C4H7N in a non-equilibrium geometry, from the Open Molecules 2025 dataset.

## Properties
* LUMO level: 1.16 eV
* Kohn-Sham gap: 8.83 eV

```
! RIJCOSX wB97M-V def2-TZVPD def2/J DEFGRID3
* xyz 0 1
C 1.9082 0.2260 0.8591
C 0.9868 -0.6359 0.9031
C -0.4222 -0.4813 0.4510
C -0.6898 0.2902 -0.6349
N -1.9234 0.4116 -1.2287
H 2.9655 -0.0851 0.9383
H 1.7969 1.3240 0.7153
H 1.0924 -1.7026 1.0891
H -1.1842 -1.0182 0.9144
H 0.0388 1.1287 -0.6788
H -2.1363 0.9896 -1.9786
H -2.4327 -0.4468 -1.3494
*
```

Mulliken population analysis, charges in e, atoms 1 to 6: atom 1 (C): -0.65, atom 2 (C): -0.04, atom 3 (C): -0.49, atom 4 (C): -0.10, atom 5 (N): -0.46, atom 6 (H): 0.21


Record 2
The following is a quantum chemistry calculation of a cluster of 2 separate species, C4H7N in total in a non-equilibrium geometry, from the Open Molecules 2025 dataset.

## Properties
* LUMO level: 0.30 eV
* Kohn-Sham gap: 7.39 eV

```
! RIJCOSX wB97M-V def2-TZVPD def2/J DEFGRID3
* xyz 0 1
C 2.7270 -0.5071 -0.1303
C -0.9346 0.1054 -0.8959
C 1.0008 1.2173 -0.0217
C -2.0269 0.1505 0.0954
N 1.9516 0.4868 -0.0488
H 3.0620 -0.8549 -1.0909
H 3.0855 -0.9804 0.7678
H -0.5124 -0.9151 -0.9511
H 0.9201 2.2736 0.0765
H -2.0957 1.1258 0.5760
H -2.9152 0.0587 -0.5428
H -2.0669 -0.6429 0.8517
*
```

Mulliken population analysis, charges in e, atoms 1 to 6: atom 1 (C): -0.42, atom 2 (C): -0.34, atom 3 (C): -0.17, atom 4 (C): -0.72, atom 5 (N): -0.08, atom 6 (H): 0.26


Record 3
The following is a quantum chemistry calculation of an isolated molecule of C4H7N in a non-equilibrium geometry, from the Open Molecules 2025 dataset.

## Properties
* LUMO level (alpha / beta): 1.12 / -1.98 eV
* Kohn-Sham gap (alpha / beta): 7.12 / 7.69 eV

```
! RIJCOSX wB97M-V def2-TZVPD def2/J DEFGRID3
* xyz 0 3
C -0.1781 0.5285 -0.6972
C -0.1630 -0.5936 0.2067
C 0.3071 0.3948 -2.0496
C -0.4158 -0.6935 1.6396
N 0.6931 1.4482 -2.6395
H -0.4332 1.5984 -0.5045
H 0.1892 -1.5290 -0.2873
H 0.4865 -0.6069 -2.5411
H 0.2699 -0.0124 2.1718
H -0.4199 -1.7798 2.0654
H -1.2911 -0.1193 1.8018
H 0.9606 1.3119 -3.6231
*
```

Mulliken population analysis, charges in e, atoms 1 to 6: atom 1 (C): -0.06, atom 2 (C): -0.24, atom 3 (C): -0.18, atom 4 (C): -0.86, atom 5 (N): -0.58, atom 6 (H): 0.33


Record 4
The following is a quantum chemistry calculation of the ion C4H7N2 with charge +1 in a non-equilibrium geometry, from the Open Molecules 2025 dataset.

## Properties
* LUMO level: -6.20 eV
* Kohn-Sham gap: 7.96 eV

```
! RIJCOSX wB97M-V def2-TZVPD def2/J DEFGRID3
* xyz 1 1
C -1.9761 -0.1388 0.0236
C -0.4862 -0.1559 0.0691
C 0.2409 0.9684 -0.0957
N 1.7039 0.9774 -0.0944
C 2.1545 -0.1839 0.1098
N 1.6465 -1.2759 0.1550
H -2.5637 0.7398 -0.4474
H -2.2736 -0.1910 1.1336
H -2.4509 -1.0344 -0.5674
H 0.0511 -1.1382 0.2617
H -0.0653 1.8762 -0.5619
H 2.2233 1.8525 -0.3240
H 1.7956 -2.2962 0.3380
*
```

Mulliken population analysis, charges in e, atoms 1 to 6: atom 1 (C): -1.08, atom 2 (C): -0.01, atom 3 (C): -0.21, atom 4 (N): -0.10, atom 5 (C): 0.40, atom 6 (N): -0.26


Record 5
The following is a quantum chemistry calculation of a structure of composition C4H7N2 in a non-equilibrium geometry, from the Open Molecules 2025 dataset.

## Properties
* LUMO level (alpha / beta): -5.03 / -5.03 eV
* Kohn-Sham gap (alpha / beta): 10.46 / 10.46 eV

```
! RIJCOSX wB97M-V def2-TZVPD def2/J DEFGRID3
* xyz 1 1
C 0.3686 -1.5536 0.3149
C -0.4592 1.1589 -0.4312
C -0.7176 0.5978 0.9438
C 0.6756 0.1456 -0.4832
N 0.6261 -1.1487 -0.9121
N 0.4676 -0.3029 0.8837
H 0.0076 -2.4180 0.7676
H -1.4435 1.1096 -0.9630
H -0.1925 2.1833 -0.4032
H -0.4734 1.2957 1.6918
H -1.6087 0.1321 1.2015
H 2.0837 0.5862 -0.8348
H 0.6657 -1.7860 -1.7757
*
```

Mulliken population analysis, charges in e, atoms 1 to 6: atom 1 (C): 0.01, atom 2 (C): -0.52, atom 3 (C): -0.49, atom 4 (C): 0.15, atom 5 (N): -0.16, atom 6 (N): -0.20


Record 6
The following is a quantum chemistry calculation of the ion C4H7N2 with charge +1 in a non-equilibrium geometry, from the Open Molecules 2025 dataset.

## Properties
* LUMO level: -4.70 eV
* Kohn-Sham gap: 9.15 eV

```
! RIJCOSX wB97M-V def2-TZVPD def2/J DEFGRID3
* xyz 1 1
C -1.3485 0.6952 0.2034
C -0.1761 1.3847 -0.0685
N 1.0242 0.7761 -0.1261
C 1.1034 -0.5711 0.3389
N -0.0687 -1.1888 -0.1341
C -1.2552 -0.6814 -0.0005
H -2.3018 1.1807 0.4789
H -0.1676 2.5032 -0.2351
H 1.8800 1.1000 -0.6446
H 2.0694 -0.9840 -0.1608
H 1.3513 -0.7866 1.3766
H -0.0378 -2.1972 -0.4257
H -2.0725 -1.2309 -0.6023
*
```

Mulliken population analysis, charges in e, atoms 1 to 6: atom 1 (C): -0.69, atom 2 (C): 0.08, atom 3 (N): -0.15, atom 4 (C): -0.54, atom 5 (N): -0.12, atom 6 (C): 0.12


Record 7
The following is a quantum chemistry calculation of a structure of composition C4H7N2 in a non-equilibrium geometry, from the Open Molecules 2025 dataset.

## Properties
* LUMO level (alpha / beta): -5.39 / -5.39 eV
* Kohn-Sham gap (alpha / beta): 7.77 / 7.76 eV

```
! RIJCOSX wB97M-V def2-TZVPD def2/J DEFGRID3
* xyz 1 1
C -0.1953 -2.1797 -1.2574
C -0.3976 1.4867 -0.8423
C 0.6457 1.2932 1.3833
C -0.2785 0.1303 -0.6668
N 0.2068 0.9087 0.2791
N -0.0790 -1.0260 -1.0450
H -0.4732 -2.5719 0.9043
H 0.3285 -2.8950 -1.8903
H 0.3334 2.1341 -1.4295
H -1.3942 1.9325 -0.7453
H 1.1128 0.5908 2.0696
H 0.7030 2.2607 1.7262
H -0.5124 -2.0646 1.5143
*
```

Mulliken population analysis, charges in e, atoms 1 to 6: atom 1 (C): -0.06, atom 2 (C): -0.58, atom 3 (C): -0.17, atom 4 (C): 0.32, atom 5 (N): 0.02, atom 6 (N): 0.07


Record 8
The following is a quantum chemistry calculation of a structure of composition C4H7N2 in a non-equilibrium geometry, from the Open Molecules 2025 dataset.

## Properties
* LUMO level (alpha / beta): -7.71 / -6.69 eV
* Kohn-Sham gap (alpha / beta): 7.85 / 8.66 eV

```
! RIJCOSX wB97M-V def2-TZVPD def2/J DEFGRID3
* xyz 1 1
C 0.3994 -0.0378 -0.0884
C -2.2131 -0.0069 0.8394
C 0.0111 0.5952 -1.3070
C 1.7759 -0.2236 0.4633
N -0.8001 -0.7934 -0.0402
N -0.1519 -0.7997 -1.3152
H -3.2094 0.0655 0.3932
H -2.0943 -0.1035 1.9547
H -0.8379 1.1919 -1.1050
H 0.8902 0.9268 -1.7806
H 1.6310 -0.1300 1.5701
H 2.4717 0.5475 0.0280
H 2.1275 -1.2321 0.3877
*
```

Mulliken population analysis, charges in e, atoms 1 to 6: atom 1 (C): 0.68, atom 2 (C): -0.20, atom 3 (C): -0.23, atom 4 (C): -1.18, atom 5 (N): 0.02, atom 6 (N): -0.33


Record 9
The following is a quantum chemistry calculation of the ion C4H7N2 with charge +1 in a non-equilibrium geometry, from the Open Molecules 2025 dataset.

## Properties
* LUMO level (alpha / beta): -5.26 / -5.26 eV
* Kohn-Sham gap (alpha / beta): 8.02 / 8.02 eV

```
! RIJCOSX wB97M-V def2-TZVPD def2/J DEFGRID3
* xyz 1 1
C 0.3754 -1.1986 -0.2084
C -1.8179 -0.5633 0.2110
C 1.8863 0.4333 0.2510
C -0.2511 1.1166 -0.3456
N 1.5378 -0.7635 -0.1025
N -0.6502 -0.1613 -0.2198
H -0.0869 -2.2396 -0.2906
H -2.6407 0.0048 0.2112
H -2.0718 -1.6211 0.6140
H 2.7120 1.0173 -0.1371
H 1.4881 0.7075 1.1549
H -0.7344 1.9716 0.1824
H 0.2535 1.2961 -1.3205
*
```

Mulliken population analysis, charges in e, atoms 1 to 6: atom 1 (C): 0.16, atom 2 (C): -0.18, atom 3 (C): -0.49, atom 4 (C): -0.71, atom 5 (N): -0.23, atom 6 (N): 0.06


Record 10
The following is a quantum chemistry calculation of a structure of composition C4H7N2 in a non-equilibrium geometry, from the Open Molecules 2025 dataset.

## Properties
* LUMO level (alpha / beta): -5.27 / -5.27 eV
* Kohn-Sham gap (alpha / beta): 7.86 / 7.86 eV

```
! RIJCOSX wB97M-V def2-TZVPD def2/J DEFGRID3
* xyz 1 1
C -1.0479 1.0982 -0.0200
C -1.9629 0.1875 0.2698
C 2.1520 0.0078 -0.0500
C -0.1974 -0.0772 -0.5718
N 0.9153 -0.0623 0.3855
N -1.2716 -0.9169 -0.2564
H -0.6766 2.0425 0.0080
H -2.9702 0.0356 0.8015
H 2.3003 0.2952 -1.0825
H 2.8688 -0.0040 0.6814
H 0.2584 -0.2854 -1.5441
H 0.7249 -0.4088 1.4512
H -1.0930 -1.9123 -0.0724
*
```

Mulliken population analysis, charges in e, atoms 1 to 6: atom 1 (C): -0.48, atom 2 (C): -0.40, atom 3 (C): -0.15, atom 4 (C): 0.04, atom 5 (N): -0.16, atom 6 (N): -0.34


Record 11
The following is a quantum chemistry calculation of the ion C4H7N2 with charge +1 in a non-equilibrium geometry, from the Open Molecules 2025 dataset.

## Properties
* LUMO level: -6.93 eV
* Kohn-Sham gap: 9.14 eV

```
! RIJCOSX wB97M-V def2-TZVPD def2/J DEFGRID3
* xyz 1 1
C -2.0658 -0.0232 0.0356
C -0.5663 0.0002 0.0377
N 0.0311 -0.3708 1.1384
C 1.6359 -0.1682 0.8010
N 1.6214 0.2477 -0.5683
C 0.3201 0.3422 -1.0062
H -2.3958 0.6627 0.8302
H -2.4982 0.2756 -0.9445
H -2.3969 -1.0250 0.3086
H 2.0159 -1.1695 1.0227
H 1.9281 0.6242 1.4896
H 2.2176 -0.2644 -1.2024
H 0.1529 0.8684 -1.9422
*
```

Mulliken population analysis, charges in e, atoms 1 to 6: atom 1 (C): -1.02, atom 2 (C): 0.53, atom 3 (N): -0.35, atom 4 (C): -0.33, atom 5 (N): -0.08, atom 6 (C): -0.10


Record 12
The following is a quantum chemistry calculation of a structure of composition C4H7N2 in a non-equilibrium geometry, from the Open Molecules 2025 dataset.

## Properties
* LUMO level: -4.68 eV
* Kohn-Sham gap: 10.21 eV

```
! RIJCOSX wB97M-V def2-TZVPD def2/J DEFGRID3
* xyz 1 1
C -1.4313 -0.9238 -0.0524
C 0.9709 -0.2711 0.0979
C -1.4015 0.5728 0.0138
C 0.1314 0.9387 0.1421
N -0.4086 -1.6140 -0.1263
N 2.2180 -0.5939 0.0807
H -2.3153 -1.5860 -0.1766
H -1.6520 0.9228 -0.9023
H -1.9891 0.9357 0.8244
H 0.2286 1.7058 1.0031
H 0.3793 1.3716 -0.7710
H 2.9274 0.1693 -0.0854
H 2.3422 -1.6280 -0.0481
*
```

Mulliken population analysis, charges in e, atoms 1 to 6: atom 1 (C): 0.04, atom 2 (C): 0.40, atom 3 (C): -0.56, atom 4 (C): -0.59, atom 5 (N): -0.42, atom 6 (N): -0.29


The evaluated energy above the lowest of the compared OMol25 structures with the same formula, charge and spin for the records listed, in turn: 44.3; 152.4; 8.9; 111.9; 130.0; 41.4; 184.3; 230.2; 131.9; 107.5; 68.7; 86.3 kcal per mole.